Formula: C46H36ClN6O4Ru
Source: OMol25
Level of theory: ωB97M-V with the def2-TZVPD basis set

Each line ends with the Mulliken charge.
Atoms and positions in Å:
C -1.70488 -2.95032 2.44555  -0.975
C -1.58559 2.13105 5.00520  -0.216
C 2.70782 -1.20193 1.27966  1.231
H -4.59705 4.38431 -5.02564  0.368
H -2.18574 -2.45151 3.30154  0.403
C -1.94092 2.82691 6.14484  -0.795
C -1.76158 0.34183 -3.92681  -1.414
C 0.11255 -4.47021 -3.86029  0.062
H 1.71518 2.20627 4.28329  0.536
C -1.00597 2.81492 3.94215  -0.758
H 0.08968 -3.28596 3.27853  0.270
O 3.56853 1.36237 -1.34301  -0.677
C 2.10622 -0.18135 1.97615  -0.021
Ru -0.05076 0.08431 -0.05923  0.004
C 2.49174 -3.30665 -0.14978  -1.115
H -4.12747 2.55993 -3.42800  0.461
C -2.34659 -2.44894 1.16000  -0.501
H -1.84729 1.10436 4.88701  0.581
H -2.52122 4.32265 1.95602  0.589
H 7.91146 -2.09208 2.06935  0.384
C -2.14592 3.17654 -3.02819  -0.960
N -1.21072 1.79670 0.27884  1.181
C 6.44365 -1.32621 0.76725  -0.773
N -0.25557 -2.76461 2.48516  -0.228
C -1.15110 4.13141 -3.20663  0.083
C -0.80918 4.18386 4.04223  -0.180
C 2.66875 0.66819 3.05660  -1.471
H -0.16842 4.04455 -2.78792  0.558
C -0.73550 -3.84707 -2.97888  -1.059
C -1.60737 0.78596 -2.60656  -0.439
C 5.08187 -1.09934 0.51940  -0.081
Cl 2.54517 2.38289 -1.41426  1.838
C -2.41576 -5.59034 -3.59970  -0.754
H -2.16380 -0.48145 1.76065  0.126
H -0.74276 5.98024 -4.22356  0.440
C 4.16106 -1.47720 1.52009  -0.994
C 4.60039 -2.14555 2.66349  0.067
O 1.21707 1.77835 -1.06757  -0.710
H -3.43223 -2.53833 1.26853  0.472
H -3.40501 -6.05263 -3.43779  0.357
N 0.81018 0.29682 1.73871  1.540
H -2.41669 2.32342 6.96427  0.407
C -1.72634 4.19214 6.28027  -0.441
H 1.09610 -4.03790 -3.96353  0.489
H 0.48827 -5.96720 -5.34394  0.348
H -2.03268 0.89712 -4.77498  0.670
C -1.36410 2.44999 1.44040  0.065
O 2.79625 3.48157 -0.50173  -0.691
H 0.14981 -3.19744 1.65990  0.041
C -1.16728 4.89568 5.22145  -0.752
H 4.74345 -0.60614 -0.37179  0.540
H -2.74633 -4.10383 -2.14681  0.387
C -1.51252 -6.15795 -4.48644  -0.297
C 2.07164 -2.01194 0.29475  -0.052
C -3.63685 4.33704 -4.50846  -0.730
H -0.95004 5.95661 5.22504  0.391
O 2.43122 2.85095 -2.75971  -0.668
H -1.45463 -1.65840 -4.79292  0.595
H 7.16889 -0.92907 0.02726  0.351
C -1.81647 2.47030 -0.70102  -0.199
H -1.98405 4.73210 7.19188  0.378
C -2.42667 3.66587 -0.14675  -1.449
N 0.92168 -1.69267 -0.34921  1.242
H 3.42201 -3.82531 0.11200  0.526
C 1.55344 -3.78089 -1.01634  -1.538
C 5.94789 -2.39596 2.87559  -0.830
H -1.96711 -4.03289 2.43827  0.419
H -2.00738 -2.97875 0.27536  0.162
C 0.60262 -2.74225 -1.20028  0.019
C -2.19490 3.61170 1.18992  -1.466
C -0.92720 -1.34591 -2.64174  -0.178
N -2.06377 -1.00315 0.90207  0.034
C 1.68500 1.46756 3.48244  -1.470
C -0.34664 -2.65122 -2.19549  1.448
H -1.87344 -6.99170 -5.05273  0.391
C -1.40604 -0.97252 -3.95785  -1.424
H 3.89112 -2.44473 3.42468  0.433
H 3.71463 0.56334 3.39661  0.540
H -3.01618 4.37476 -0.69830  0.609
H 1.55560 -4.71416 -1.55309  0.741
H 6.27780 -2.89597 3.77451  0.409
C -2.63688 5.28548 -4.76071  -0.466
H -2.72815 -0.65378 0.24108  0.277
C -2.02288 -4.46524 -2.85111  0.096
C 6.85974 -1.99318 1.90094  -0.422
C 0.52797 1.31679 2.58894  0.300
C -1.43960 5.20457 -4.04186  -0.900
N -1.02769 -0.26008 -1.85365  0.893
H -0.33478 4.71765 3.23691  0.558
C -0.26814 -5.55863 -4.66286  -0.924
C -3.37758 3.30140 -3.63968  0.121
C -1.86445 2.06528 -2.06548  1.988
H -2.83366 6.14440 -5.41284  0.356
C -0.64695 2.11040 2.62032  1.242

Computed properties:
* highest occupied orbital energy (alpha / beta): -5.730 / -7.639 eV
* molar mass: 873.4 g/mol
* Kohn-Sham gap (alpha / beta): 4.556 / 4.938 eV
* calculated total energy: -80512.324 eV
* multiplicity: 6
* charge: 0

Formula: C46H36CrO5P
Source: OMol25
Level of theory: ωB97M-V with the def2-TZVPD basis set

Each line ends with the Mulliken charge.
Atoms and positions in Å:
H 0.02170 0.15135 -7.25018  0.423
O 5.58206 0.50937 6.61978  -0.280
C 4.46084 -0.33449 1.64642  -0.527
H 5.55221 2.81871 3.64792  0.558
C 3.90481 1.70942 2.80983  -0.255
C 5.26191 1.93734 3.07259  -0.503
C 2.20265 -0.24899 -4.64418  -0.589
C -2.39155 -5.74525 -1.56630  -1.254
H -2.82781 -3.58647 3.96871  0.465
C -2.56442 2.25483 -3.90392  0.030
C -0.13306 4.07800 -0.08742  -0.626
H 1.63793 -0.28432 -2.55238  0.481
H 1.18491 2.09105 -2.52975  0.512
H -2.50815 1.64977 -0.34490  0.434
C 0.88374 0.10788 1.75227  -0.789
H 0.93590 -2.20273 1.03016  0.729
C 5.23083 0.42262 5.51160  0.383
H -3.51789 3.70391 -5.18154  0.416
H -1.58277 0.13888 -5.37551  0.424
H -2.99730 -1.51992 2.53340  0.809
C -0.76203 -3.98695 3.38974  -0.542
C -4.73974 1.92452 -4.89691  -0.511
C -3.81932 0.22272 -3.43762  -0.302
O 2.17189 -1.15430 5.04140  -0.299
C 3.09609 -0.67658 4.51058  0.494
C -1.96329 -3.24362 3.39120  -0.983
H -3.06708 -4.24700 -2.94840  0.299
C -1.46147 -1.02685 -1.43596  -0.323
C -0.47166 -0.13350 2.07420  1.419
H 3.25427 -0.44110 -4.43527  0.395
C -1.37445 3.44970 0.06549  -0.802
H 0.10536 4.94864 0.52669  0.414
C 6.21995 1.00361 2.64082  -0.748
C -1.61083 2.23282 -0.56766  -0.065
O 5.97702 -2.56505 4.79690  -0.296
C -0.05328 0.09560 -3.84774  0.091
H 2.47057 -0.07625 -6.78399  0.378
P -1.20042 0.32256 -2.47127  2.700
C -4.85864 0.69149 -4.24649  -0.664
H -1.14547 -1.06405 -0.40456  -0.083
H 1.74886 4.10062 -1.16322  0.437
C 1.29920 -0.16083 -3.58257  -0.492
H -1.33678 -4.67722 -3.09999  0.285
C -0.69938 1.76557 -1.52405  0.254
O -1.95327 -2.23274 -3.44157  -0.713
H -1.68443 2.87845 -3.72777  0.344
C -2.34130 0.91951 3.52489  -0.501
Cr 4.68852 -0.01505 3.74181  -0.150
C 3.49182 0.63045 1.98851  1.136
C -1.13833 0.97858 2.77276  0.805
H 1.12032 -4.33080 2.33220  0.504
C 0.25693 -3.66955 2.47332  -1.117
C -2.65614 0.98384 -3.31297  -0.609
H -3.27843 -5.64867 -0.93085  0.294
C 2.08095 0.38569 1.71869  -1.123
H 4.12181 -1.26205 1.17764  0.612
H -1.53107 -5.98594 -0.93660  0.293
C -0.45959 2.22311 2.80249  -0.168
H -0.47668 4.32152 3.27439  0.392
H -2.55839 -6.58589 -2.24480  0.394
H -3.86974 2.01692 4.60124  0.418
C -2.22969 3.30292 4.03916  -0.559
C 5.49748 -1.63161 4.29054  0.398
H 0.51434 2.32448 2.32588  0.200
C -0.84952 -1.52924 2.10083  0.793
C 0.16719 -2.47624 1.75812  -0.603
H 6.55188 -0.83711 1.53292  0.557
C 1.75788 -0.08541 -5.96009  -0.566
H -2.66049 4.20034 4.49118  0.400
C -2.04728 -2.05225 2.66352  -0.432
C -1.75600 -2.23300 -2.20709  0.022
H -2.14220 3.88722 0.70812  0.471
H -5.54228 2.27436 -5.54735  0.392
H -5.75533 0.08027 -4.35832  0.414
C -3.60194 2.72128 -4.71115  -0.714
H 7.27082 1.11897 2.91346  0.508
C -2.89417 2.06763 4.10476  -0.867
C -0.51260 0.09952 -5.17322  -0.387
H -3.89846 -0.72778 -2.91348  0.315
O -1.82239 -3.40268 -1.51918  -0.176
C -1.00108 3.36867 3.37832  -0.859
H -2.83277 -0.03427 3.68597  0.491
C 5.81936 -0.11534 1.89810  -0.481
C 0.79521 3.59000 -1.01307  -0.852
H -0.62319 -4.82554 4.07723  0.448
C 0.50023 2.44740 -1.76013  -0.436
H 3.13119 2.34505 3.25499  0.637
C -2.15920 -4.50556 -2.39250  -0.172
C 0.39411 0.06503 -6.22883  -0.652

Computed properties:
* highest occupied orbital energy (alpha / beta): -9.356 / -9.357 eV
* molar mass: 751.8 g/mol
* Kohn-Sham gap (alpha / beta): 5.924 / 3.543 eV
* energy above the lowest of the compared OMol25 structures with the same formula, charge and spin: 8.23 kcal/mol
* calculated total energy: -96223.746 eV
* multiplicity: 3
* charge: +1